118
Properties=species:S:1:pos:R:3:forces:R:3:lowdin_charge:R:1 method="wB97M-V/def2-TZVPD" spin_multiplicity=3 orbital_gap_ev="3.76 / 5.38" charge=+1 s2=2.071
Ti 0.1618 -0.3438 0.3008 -1.063 -1.458 -0.567 0.87
C 0.3432 0.1029 7.5260 -0.053 0.090 -0.051 -0.07
C 0.0813 1.3341 6.6636 0.013 -0.236 0.207 -0.21
N -0.2823 1.0074 5.2964 0.103 0.086 -0.246 -0.03
C 0.7198 0.9777 4.3551 0.057 -0.107 -0.071 0.03
C 0.4803 0.8293 3.0350 0.031 -0.067 -0.213 -0.05
C 1.6077 1.0469 2.0437 0.231 0.827 0.499 -0.46
O 2.8657 1.2918 2.7036 -0.157 -0.022 -0.096 0.02
O 1.7499 0.1644 1.0198 1.489 0.331 0.856 -0.17
C -0.8702 0.7383 2.5502 0.004 0.066 0.931 -0.29
O -1.1418 0.6576 1.2700 -0.776 1.048 0.818 -0.20
C -1.9015 0.7588 3.5189 0.127 -0.081 -0.376 -0.05
C -3.2532 0.6624 3.1179 -0.079 0.003 -0.105 0.06
C -4.2500 0.6621 4.0620 0.135 0.026 0.082 -0.22
F -5.5486 0.6109 3.6530 -0.067 0.005 -0.028 0.04
C -3.9856 0.7029 5.4185 -0.035 -0.032 -0.048 -0.20
C -2.6384 0.8016 5.8306 0.064 0.040 0.036 0.03
C -1.6056 0.8625 4.9087 -0.171 -0.033 0.212 -0.12
N -5.0002 0.6908 6.4287 -0.084 0.091 -0.047 -0.11
C -6.1077 -0.2253 6.2570 0.044 0.059 0.216 -0.16
C -6.7679 -0.4407 7.6126 0.169 -0.329 -0.336 -0.09
N -7.2455 0.8929 8.1103 0.028 -0.026 0.066 0.06
C -6.1109 1.8678 8.2244 0.341 0.318 -0.182 -0.09
C -5.4615 1.9992 6.8539 -0.057 -0.179 0.053 -0.15
H 0.6114 0.4091 8.5380 0.002 -0.040 0.012 0.08
H 1.1650 -0.4817 7.1127 -0.007 -0.015 0.004 0.08
H -0.5384 -0.5371 7.5748 0.013 -0.012 -0.001 0.07
H 0.9787 1.9528 6.6280 -0.026 0.033 -0.032 0.12
H -0.7136 1.9418 7.0996 0.026 0.064 -0.053 0.11
H 1.7279 1.0916 4.7246 -0.016 0.076 0.023 0.14
H -3.4803 0.5941 2.0642 -0.038 0.008 0.015 0.12
H -2.4469 0.7939 6.8951 0.025 -0.014 -0.021 0.10
H -5.7330 -1.1765 5.8837 -0.038 -0.024 0.003 0.15
H -6.8656 0.1399 5.5450 0.029 -0.032 -0.032 0.13
H -6.0435 -0.8229 8.3286 -0.042 0.071 0.091 0.14
H -7.6181 -1.1181 7.5492 -0.075 0.103 0.043 0.14
H -7.7294 0.7956 9.0012 -0.046 0.006 0.017 0.18
H -7.9123 1.2617 7.4284 -0.095 0.013 0.055 0.18
H -5.3944 1.4586 8.9335 -0.085 -0.064 0.060 0.14
H -6.4936 2.8189 8.5911 -0.127 -0.064 0.003 0.14
H -4.6099 2.6735 6.9223 -0.019 0.025 0.040 0.14
H -6.1860 2.4403 6.1453 0.037 0.026 -0.023 0.14
N -1.0523 -1.3664 -2.5494 -0.140 0.263 0.070 -0.09
P -1.9586 -0.7096 -1.2305 -0.230 -1.238 -0.588 1.10
C -3.5759 -0.5222 -2.0736 0.224 0.171 0.186 -0.34
C -4.1932 -1.6475 -2.6218 0.014 0.013 0.045 -0.09
C -5.3996 -1.5219 -3.2881 -0.019 -0.034 -0.037 -0.07
C -6.0088 -0.2771 -3.3964 0.029 -0.031 0.016 -0.08
C -5.4077 0.8394 -2.8387 -0.045 0.068 -0.019 -0.08
C -4.1905 0.7194 -2.1811 0.120 0.042 0.043 -0.09
C -2.2545 -2.1873 -0.2087 -0.179 0.100 0.106 -0.31
C -3.2913 -2.1880 0.6874 -0.018 0.054 -0.439 -0.11
C -3.4314 -3.1921 1.6513 -0.022 0.009 0.090 -0.06
C -2.5072 -4.2596 1.6756 0.066 -0.208 -0.001 -0.09
C -1.4634 -4.3032 0.8115 -0.078 0.015 -0.114 -0.03
C -1.1167 -3.1545 -0.0796 0.074 -0.097 0.618 -0.25
C 0.3147 -1.5018 -2.5370 0.085 0.116 0.206 -0.35
C 0.9685 -2.0658 -3.6360 0.113 -0.036 -0.102 -0.01
C 2.3396 -2.2020 -3.6218 -0.209 0.072 0.081 -0.06
C 3.0314 -1.7610 -2.5011 0.128 -0.074 -0.023 -0.07
C 2.3258 -1.2243 -1.4510 -0.022 -0.016 -0.159 -0.14
N 0.9785 -1.0951 -1.4305 0.862 -0.345 -2.183 0.00
H -1.5280 -1.6989 -3.3714 -0.006 -0.129 -0.044 0.10
H -3.7360 -2.6224 -2.5003 -0.018 -0.016 -0.007 0.11
H -5.8716 -2.3971 -3.7156 -0.002 0.007 0.005 0.11
H -6.9553 -0.1833 -3.9126 0.000 0.009 0.003 0.11
H -5.8868 1.8067 -2.9189 0.022 0.001 0.014 0.11
H -3.7127 1.5895 -1.7466 -0.015 0.018 -0.011 0.11
H -4.0446 -1.4084 0.6137 -0.023 -0.026 0.080 0.11
H -4.2680 -3.1767 2.3366 0.015 0.023 0.011 0.09
H -2.6560 -5.0739 2.3749 -0.005 0.004 -0.010 0.10
H -0.7846 -5.1471 0.8124 -0.015 -0.010 0.053 0.11
H -0.7764 -3.5120 -1.0585 0.021 -0.002 -0.011 0.14
H 0.3808 -2.3895 -4.4852 -0.003 0.006 0.001 0.11
H 2.8559 -2.6386 -4.4658 0.006 0.003 -0.005 0.11
H 4.1090 -1.8192 -2.4481 -0.008 -0.013 0.065 0.11
H 2.8445 -0.8668 -0.5745 -0.013 0.012 0.039 0.12
C 1.3940 -3.2416 0.6669 -0.241 0.117 -0.049 -0.03
C 0.1190 -2.4297 0.5855 -0.292 0.149 -0.817 -0.51
O -0.1525 -1.6397 1.6073 -0.534 -0.491 1.456 -0.14
H 1.2944 -4.0363 1.4110 0.033 -0.026 0.006 0.08
H 2.2055 -2.5878 0.9882 0.075 -0.080 -0.006 0.08
H 1.6502 -3.6951 -0.2937 0.032 -0.003 0.003 0.08
O 0.2618 1.5188 -0.7916 0.320 0.301 -0.104 -0.38
P 1.3903 2.4251 -0.3735 0.197 1.374 -0.120 0.91
C 1.6012 2.5323 1.4661 0.126 -0.332 -0.538 -0.25
C 2.9951 2.6107 2.1288 0.013 0.001 0.025 -0.23
C 3.1546 3.6796 3.1624 0.011 -0.076 0.019 -0.01
C 2.1162 4.3990 3.5908 0.199 0.032 0.046 -0.07
C 0.7798 4.2573 3.0234 -0.086 0.000 -0.194 -0.06
C 0.5446 3.4378 1.9986 -0.048 0.009 0.213 -0.07
C 0.9915 4.1427 -0.8087 -0.113 -0.187 -0.109 -0.26
C 0.0410 4.3615 -1.7994 -0.017 -0.051 0.066 -0.06
C -0.2395 5.6536 -2.2190 0.012 0.028 -0.017 -0.07
C 0.4311 6.7254 -1.6480 -0.041 0.012 -0.035 -0.08
C 1.3774 6.5095 -0.6549 0.075 0.021 0.034 -0.07
C 1.6623 5.2205 -0.2367 -0.010 -0.084 -0.048 -0.07
C 2.8646 2.2068 -1.4132 -0.115 -0.021 0.177 -0.23
C 2.6532 1.5929 -2.6448 -0.031 0.011 0.020 -0.08
C 3.6648 1.5607 -3.5926 0.027 -0.020 -0.029 -0.07
C 4.8895 2.1514 -3.3251 -0.041 -0.011 -0.009 -0.07
C 5.0903 2.8039 -2.1165 0.061 0.040 0.015 -0.07
C 4.0795 2.8455 -1.1714 -0.003 -0.034 0.087 -0.07
H 3.8428 2.6077 1.4422 -0.044 -0.021 0.061 0.12
H 4.1511 3.8254 3.5618 -0.029 0.057 0.035 0.11
H 2.2617 5.1512 4.3573 0.023 -0.018 0.007 0.10
H -0.0102 4.8829 3.4189 -0.040 -0.033 -0.031 0.11
H -0.4366 3.3603 1.5430 -0.031 0.019 0.073 0.13
H -0.4767 3.5088 -2.2224 -0.026 0.042 -0.038 0.11
H -0.9760 5.8246 -2.9935 -0.005 -0.002 0.011 0.11
H 0.2164 7.7337 -1.9778 -0.003 -0.002 0.012 0.11
H 1.8932 7.3484 -0.2056 0.000 -0.005 -0.008 0.11
H 2.3981 5.0522 0.5431 -0.002 0.070 0.010 0.11
H 1.6845 1.1667 -2.8682 -0.006 -0.094 0.020 0.11
H 3.4924 1.0723 -4.5429 -0.013 0.007 -0.002 0.11
H 5.6793 2.1245 -4.0645 0.000 0.002 0.004 0.11
H 6.0317 3.2993 -1.9180 -0.002 -0.014 0.015 0.11
H 4.2356 3.4042 -0.2584 0.042 0.002 -0.055 0.09